# 1
The following is a quantum chemistry calculation of 8 unconnected molecules or ions with the total composition C20H61N5O8, from the OMol25 dataset.

Each line ends with the Löwdin charge.
Geometry (Å):
C: -1.818 33.256 -4.650  -0.111
O: -0.729 32.872 -3.816  -0.203
C: -0.951 31.672 -3.042  -0.185
C: 0.250 31.354 -2.147  -0.441
C: 0.272 29.909 -1.639  -0.069
N: 0.361 32.271 -0.984  0.040
H: -1.978 32.580 -5.491  0.082
H: -1.634 34.256 -5.042  0.086
H: -2.763 33.320 -4.110  0.081
H: -1.838 31.821 -2.426  0.127
H: -1.156 30.891 -3.774  0.123
H: 1.113 31.486 -2.801  0.133
H: 1.171 29.731 -1.049  0.075
H: 0.157 29.314 -2.545  0.072
H: -0.546 29.604 -0.986  0.074
H: 0.259 33.083 -1.576  0.052
H: 1.332 32.391 -0.733  0.066
C: -4.531 26.569 -12.148  -0.115
O: -4.849 26.699 -10.752  -0.204
C: -5.318 28.039 -10.424  -0.175
C: -5.753 28.045 -8.930  -0.449
C: -6.850 26.986 -8.694  -0.058
N: -6.293 29.331 -8.568  0.019
H: -4.479 25.539 -12.499  0.083
H: -3.576 27.040 -12.380  0.080
H: -5.240 27.018 -12.844  0.077
H: -4.394 28.612 -10.497  0.121
H: -6.130 28.300 -11.103  0.125
H: -4.918 27.958 -8.234  0.139
H: -7.620 27.094 -9.459  0.082
H: -7.262 27.119 -7.694  0.073
H: -6.365 26.012 -8.629  0.073
H: -5.609 29.857 -9.092  0.058
H: -7.183 29.582 -8.974  0.072
C: -8.267 37.863 -6.775  -0.109
O: -7.809 39.141 -6.517  -0.209
C: -7.205 39.878 -7.558  -0.212
C: -6.936 41.291 -7.062  -0.476
C: -6.431 42.238 -8.175  -0.061
N: -5.942 41.201 -6.052  0.041
H: -8.991 38.073 -7.562  0.090
H: -8.739 37.554 -5.842  0.094
H: -7.450 37.186 -7.023  0.090
H: -6.287 39.466 -7.978  0.131
H: -7.902 39.942 -8.394  0.120
H: -7.876 41.706 -6.701  0.136
H: -6.088 43.191 -7.773  0.071
H: -7.283 42.488 -8.806  0.071
H: -5.629 41.895 -8.829  0.076
H: -6.280 42.024 -5.575  0.076
H: -6.191 40.482 -5.387  0.071
C: -2.355 37.986 -0.248  -0.145
O: -3.379 38.010 0.676  -0.177
C: -3.844 36.714 1.000  -0.217
C: -4.866 36.836 2.119  -0.421
C: -4.358 37.618 3.336  -0.056
N: -5.286 35.461 2.531  0.028
H: -2.167 39.027 -0.511  0.088
H: -2.476 37.527 -1.229  0.087
H: -1.440 37.612 0.212  0.090
H: -4.312 36.382 0.073  0.126
H: -3.115 35.960 1.298  0.127
H: -5.755 37.363 1.774  0.131
H: -4.078 38.625 3.025  0.076
H: -3.517 37.072 3.762  0.078
H: -5.092 37.784 4.125  0.078
H: -5.244 34.736 1.829  0.058
H: -4.526 35.215 3.150  0.050
C: -15.151 29.657 -3.939  -0.118
O: -15.860 28.843 -4.873  -0.169
C: -16.685 27.895 -4.198  -0.176
C: -15.710 26.860 -3.531  -0.473
C: -14.877 25.989 -4.501  -0.053
N: -16.356 25.910 -2.723  0.011
H: -15.717 29.718 -3.009  0.082
H: -15.152 30.702 -4.248  0.085
H: -14.142 29.380 -3.632  0.086
H: -17.383 28.244 -3.437  0.115
H: -17.284 27.326 -4.909  0.125
H: -15.060 27.416 -2.854  0.115
H: -15.474 25.546 -5.298  0.077
H: -14.352 25.188 -3.980  0.072
H: -14.217 26.605 -5.111  0.070
H: -17.010 26.394 -2.124  0.074
H: -15.634 25.367 -2.271  0.076
O: -5.089 30.146 0.761  -0.056
H: -4.463 30.447 1.419  0.029
H: -5.449 29.337 1.123  0.028
O: -10.383 34.713 -0.035  -0.054
H: -9.712 34.930 0.613  0.027
H: -9.991 34.015 -0.561  0.023
O: -8.024 31.806 -2.488  -0.054
H: -7.903 31.337 -3.313  0.030
H: -7.358 31.442 -1.905  0.025

Values from the calculation:
**Calculated total energy**: -45554.0371 eV
**Largest force on an atom**: 2.92 eV Å⁻¹
**Structure (SMILES)**: COC[C@H](C)N.COC[C@H](C)N.COC[C@H](C)N.COC[C@H](C)N.COC[C@H](C)N.O.O.O
**Molar mass**: 499.735 g/mol
**HOMO**: -8.94 eV
**ΔE to the lowest compared entry with this formula, charge and spin**: 377.3 kJ/mol
**Net charge**: 0

# 2
The following is a quantum chemistry calculation of 10 unconnected molecules or ions with the total composition C20H62N2O12, from the OMol25 dataset.

Each line ends with the Löwdin charge.
Geometry (Å):
C: -2.124 -0.399 -5.349  -0.063
O: -0.714 -0.377 -5.269  -0.129
C: -0.212 -1.205 -4.184  -0.185
C: 1.223 -0.737 -3.871  -0.203
N: 1.662 -1.528 -2.736  -0.074
C: 3.077 -1.208 -2.432  -0.140
C: 3.407 -0.518 -1.060  -0.224
O: 4.761 -0.167 -0.839  -0.178
C: 5.082 0.201 0.475  -0.131
H: -2.544 0.599 -4.802  0.144
H: -2.468 -1.134 -4.877  0.011
H: -2.432 -0.447 -6.216  0.003
H: -0.223 -2.256 -4.188  0.082
H: -0.702 -1.206 -3.033  0.161
H: 1.141 0.214 -3.462  0.095
H: 1.838 -0.831 -4.787  0.141
H: 1.631 -2.496 -3.164  0.084
H: 3.523 -0.451 -3.060  0.107
H: 3.810 -2.040 -2.333  0.134
H: 3.267 -1.144 -0.327  0.040
H: 2.639 0.315 -0.760  0.138
H: 4.978 -0.698 1.182  0.116
H: 4.571 1.057 0.792  0.046
H: 6.215 0.473 0.642  0.120
C: -0.376 8.340 5.957  -0.092
O: -0.042 6.962 6.111  -0.209
C: 0.145 6.262 4.842  -0.173
C: 0.113 4.752 5.134  -0.248
N: 0.543 4.079 4.038  -0.124
C: 0.530 2.582 3.962  -0.176
C: 1.126 2.079 2.696  -0.184
O: 0.941 0.632 2.694  -0.146
C: 1.421 0.112 1.491  -0.171
H: -1.454 8.313 5.727  0.101
H: 0.170 8.751 5.247  0.034
H: -0.312 8.892 6.828  0.064
H: 0.986 6.677 4.361  0.103
H: -0.723 6.626 4.236  0.124
H: -0.572 4.288 5.858  0.141
H: 1.067 4.635 5.729  0.130
H: 1.503 4.195 3.740  0.116
H: -0.544 2.184 4.290  0.167
H: 1.000 2.322 4.849  0.082
H: 2.142 2.304 2.557  0.111
H: 0.610 2.502 1.863  0.099
H: 2.482 0.397 1.149  0.069
H: 1.121 0.603 0.600  0.032
H: 1.232 -1.033 1.404  0.125
C: -0.607 -1.401 0.043  -0.256
O: 0.357 -2.323 -0.252  -0.195
H: -0.607 -0.638 -0.916  0.133
H: -0.675 -0.928 1.062  0.076
H: -1.591 -1.767 -0.128  0.056
H: 0.924 -2.070 -1.134  0.127
C: -0.496 -5.544 -0.358  -0.236
O: 0.375 -4.641 0.111  -0.170
H: -0.116 -5.914 -1.296  0.018
H: -1.483 -5.039 -0.756  0.080
H: -0.903 -6.309 0.325  0.098
H: 0.583 -3.932 -0.658  0.098
C: 1.126 3.355 -1.326  -0.100
O: 0.255 2.577 -0.541  -0.149
H: 1.668 3.986 -0.774  0.057
H: 0.516 3.733 -1.971  0.013
H: 1.613 2.757 -2.107  0.096
H: -0.367 2.074 -1.099  0.031
C: -3.815 -4.575 -0.783  -0.163
O: -3.741 -5.959 -1.193  -0.093
H: -2.991 -3.954 -1.110  0.054
H: -3.764 -4.296 0.197  0.023
H: -4.763 -4.213 -1.268  0.104
H: -4.068 -6.263 -0.368  0.052
C: -1.965 -2.815 1.963  -0.189
O: -1.871 -3.298 3.247  -0.079
H: -2.221 -1.718 1.938  0.109
H: -2.579 -3.349 1.312  0.042
H: -1.113 -2.705 1.399  0.006
H: -1.402 -4.162 3.407  0.118
C: -2.049 1.444 0.223  -0.203
O: -3.123 0.514 0.312  -0.130
H: -2.128 2.503 0.292  0.108
H: -1.618 1.341 -0.854  0.038
H: -1.338 1.039 0.886  0.069
H: -3.830 1.073 0.458  0.037
C: 1.644 -5.061 -2.691  -0.153
O: 1.625 -4.219 -3.806  -0.144
H: 2.113 -4.682 -1.622  0.146
H: 2.299 -5.854 -2.919  0.061
H: 0.534 -5.440 -2.492  0.098
H: 2.070 -4.620 -4.585  0.121
C: -3.003 1.334 -1.820  -0.130
O: -1.861 2.179 -2.266  -0.088
H: -3.578 1.803 -0.795  0.152
H: -2.704 0.267 -1.714  0.094
H: -3.723 1.329 -2.762  0.117
H: -2.077 2.947 -2.506  -0.025

Values from the calculation:
**Calculated total energy**: -49272.8199 eV
**Largest force on an atom**: 11.37 eV Å⁻¹
**Structure (SMILES)**: COCCNCCOC.COCCNCCOC.CO.CO.CO.CO.CO.CO.CO.CO
**Molar mass**: 522.718 g/mol
**HOMO**: -7.95 eV
**ΔE to the lowest compared entry with this formula, charge and spin**: 1284.1 kJ/mol
**Net charge**: 0

# 3
The following is a quantum chemistry calculation of 11 unconnected molecules or ions with the total composition C20H62O11, from the OMol25 dataset.

Each line ends with the Löwdin charge.
Geometry (Å):
C: 9.425 15.223 15.296  -0.090
C: 8.669 16.521 15.323  -0.282
O: 7.232 16.252 15.131  -0.100
H: 9.212 14.636 16.188  0.081
H: 10.508 15.418 15.218  0.075
H: 9.193 14.666 14.380  0.046
H: 9.076 17.139 14.512  0.077
H: 8.772 17.057 16.265  0.113
H: 7.152 16.018 14.182  0.034
C: 8.920 11.560 14.275  -0.076
C: 9.223 12.160 12.899  -0.306
O: 10.030 11.248 12.152  -0.124
H: 8.563 10.518 14.219  0.080
H: 8.159 12.199 14.747  0.078
H: 9.851 11.499 14.851  0.073
H: 9.757 13.113 13.020  0.077
H: 8.268 12.364 12.397  0.108
H: 10.476 11.761 11.444  0.048
C: 10.876 13.921 6.661  -0.083
C: 11.063 12.419 6.567  -0.234
O: 11.850 11.988 7.765  -0.118
H: 11.830 14.377 6.656  0.058
H: 10.297 14.194 7.579  0.083
H: 10.313 14.356 5.797  0.092
H: 11.620 12.162 5.671  0.108
H: 10.110 11.844 6.585  0.101
H: 12.092 11.078 7.606  0.059
C: 15.044 10.863 10.294  -0.075
C: 15.206 9.419 10.688  -0.348
O: 16.491 9.113 11.152  -0.069
H: 13.931 10.823 10.203  0.057
H: 15.425 11.181 9.352  0.065
H: 15.266 11.587 11.069  0.076
H: 14.946 8.817 9.832  0.102
H: 14.544 9.190 11.484  0.090
H: 16.458 8.493 11.897  0.089
C: 11.636 9.231 9.535  -0.078
C: 10.814 8.277 10.418  -0.281
O: 10.818 6.924 9.937  -0.079
H: 11.273 9.139 8.498  0.070
H: 12.716 9.202 9.584  0.044
H: 11.337 10.242 9.801  0.050
H: 9.840 8.712 10.535  0.092
H: 11.309 8.261 11.430  0.121
H: 9.958 6.566 9.703  0.077
C: 8.786 16.193 11.434  -0.079
C: 7.587 16.957 11.862  -0.282
O: 6.514 16.110 12.365  -0.070
H: 9.547 16.866 11.079  0.070
H: 8.574 15.500 10.618  0.084
H: 9.229 15.629 12.260  0.049
H: 7.250 17.597 11.053  0.118
H: 7.869 17.631 12.656  0.096
H: 5.713 16.587 12.317  0.069
C: 12.222 14.152 12.232  -0.072
C: 12.391 13.786 10.783  -0.272
O: 11.236 13.089 10.270  -0.102
H: 13.138 14.697 12.508  0.082
H: 12.226 13.191 12.738  0.061
H: 11.408 14.798 12.560  0.044
H: 13.336 13.262 10.655  0.103
H: 12.433 14.723 10.220  0.110
H: 11.525 12.795 9.401  0.025
C: 15.566 17.366 12.155  -0.086
C: 15.375 18.852 11.886  -0.315
O: 15.308 19.589 13.110  -0.094
H: 14.871 17.038 12.896  0.045
H: 16.609 17.213 12.461  0.082
H: 15.338 16.708 11.333  0.064
H: 14.377 19.048 11.434  0.105
H: 16.174 19.303 11.283  0.113
H: 16.200 19.912 13.270  0.078
C: 8.168 10.303 8.078  -0.077
C: 7.890 11.420 9.047  -0.337
O: 6.516 11.613 9.282  -0.061
H: 9.218 10.022 8.065  0.046
H: 7.930 10.564 7.033  0.079
H: 7.561 9.434 8.363  0.085
H: 8.333 12.342 8.677  0.105
H: 8.375 11.254 9.973  0.081
H: 6.495 12.033 10.160  0.088
C: 11.797 17.713 13.312  -0.086
C: 11.135 19.040 13.591  -0.308
O: 10.365 19.478 12.468  -0.088
H: 11.051 17.021 12.875  0.048
H: 12.341 17.313 14.175  0.089
H: 12.571 17.825 12.549  0.055
H: 11.902 19.782 13.785  0.105
H: 10.479 19.084 14.455  0.105
H: 10.950 19.571 11.694  0.090
O: 12.711 10.662 13.120  -0.060
H: 12.799 10.020 13.831  0.040
H: 11.753 10.792 13.062  -0.004

Values from the calculation:
**Calculated total energy**: -44264.9721 eV
**Largest force on an atom**: 2.40 eV Å⁻¹
**Structure (SMILES)**: CCO.CCO.CCO.CCO.CCO.CCO.CCO.CCO.CCO.CCO.O
**Molar mass**: 478.705 g/mol
**HOMO**: -9.88 eV
**ΔE to the lowest compared entry with this formula, charge and spin**: 0.0 kJ/mol
**Net charge**: 0

Which formula does entry 1 have? C20H61N5O8

What is the formula in the first record? C20H61N5O8

Among the records above, which one has the highest largest force on an atom? C20H62N2O12

calculated total energy of number 2 (C20H62N2O12)? -49272.8199 eV